Record 1
Density functional theory data (wB97M-V/def2-TZVPD) for a molecular structure, C45H52FN7O4Pt2 in a non-equilibrium geometry.

Atoms and positions in Å:
Pt1 -0.83 2.31 -2.59
Pt2 -0.50 2.10 1.45
O1 -0.69 1.41 -0.69
C1 -0.57 0.00 -0.65
C2 0.04 -0.70 0.60
O2 -0.11 0.02 1.79
H1 -0.11 -0.40 -1.57
H2 -1.57 -0.45 -0.71
H3 1.11 -0.91 0.43
H4 -0.43 -1.69 0.68
N1 6.29 -1.03 -0.17
C3 5.31 -0.54 0.57
C4 3.97 -0.61 0.23
C5 3.67 -1.07 -1.04
C6 4.69 -1.45 -1.89
C7 5.98 -1.42 -1.38
H5 5.62 -0.16 1.54
H6 3.18 -0.32 0.91
H7 2.61 -1.12 -1.28
H8 4.49 -1.75 -2.91
H9 6.77 -1.78 -2.04
N2 1.69 2.55 1.87
C8 2.47 1.79 2.63
C9 3.84 1.91 2.67
C10 4.45 2.89 1.89
C11 3.65 3.63 1.03
C12 2.28 3.43 1.05
H10 1.99 1.07 3.29
H11 4.47 1.31 3.32
H12 5.53 2.94 1.87
H13 4.14 4.32 0.36
H14 1.69 3.87 0.26
N3 1.29 2.85 -2.56
C13 1.75 4.06 -2.87
C14 3.08 4.41 -2.75
C15 3.96 3.43 -2.29
C16 3.51 2.14 -2.07
C17 2.15 1.90 -2.17
H15 1.04 4.78 -3.27
H16 3.47 5.39 -2.98
H17 5.01 3.68 -2.23
H18 4.19 1.37 -1.72
H19 1.73 0.95 -1.86
N4 -0.64 2.94 3.51
C18 -0.74 4.22 3.89
C19 -0.84 4.63 5.19
C20 -0.80 3.67 6.19
C21 -0.71 2.35 5.80
C22 -0.67 2.02 4.47
H20 -0.74 4.90 3.05
H21 -0.99 5.67 5.44
H22 -0.82 3.98 7.22
H23 -0.72 1.61 6.59
H24 -0.64 0.98 4.18
N5 -2.71 2.00 1.60
C23 -3.39 3.10 1.94
C24 -4.76 3.21 1.99
C25 -5.49 2.05 1.72
C26 -4.84 0.86 1.42
C27 -3.46 0.93 1.33
H25 -2.76 3.96 2.13
H26 -5.37 4.07 2.23
H27 -6.56 2.15 1.61
H28 -5.33 -0.04 1.14
H29 -2.94 0.00 1.11
N6 -0.59 0.68 -3.99
C28 0.46 0.74 -4.81
C29 0.77 -0.27 -5.69
C30 -0.04 -1.39 -5.75
C31 -1.16 -1.43 -4.93
C32 -1.42 -0.38 -4.09
H30 1.09 1.61 -4.82
H31 1.59 -0.15 -6.39
H32 0.15 -2.13 -6.51
H33 -1.77 -2.32 -5.03
H34 -2.20 -0.45 -3.33
N7 -3.81 -1.71 -2.25
C33 -5.06 -1.35 -2.51
C34 -6.17 -1.84 -1.84
C35 -5.98 -2.82 -0.88
C36 -4.67 -3.20 -0.60
C37 -3.63 -2.61 -1.28
H35 -5.25 -0.69 -3.36
H36 -7.16 -1.53 -2.15
H37 -6.79 -3.34 -0.39
H38 -4.52 -3.93 0.19
H39 -2.60 -2.91 -1.11
C38 2.35 -2.60 3.01
O3 2.01 -1.27 3.40
H40 3.23 -2.57 2.35
H41 2.60 -3.17 3.90
H42 1.54 -3.10 2.47
H43 1.33 -0.98 2.77
C39 -1.99 -2.52 3.52
O4 -2.05 -1.11 3.70
H44 -0.94 -2.84 3.48
H45 -2.46 -3.02 4.36
H46 -2.43 -2.78 2.55
H47 -1.33 -0.73 3.17
F1 2.16 -3.56 -2.12
C40 0.98 -4.22 -2.15
C41 0.27 -4.23 -3.33
C42 -0.98 -4.85 -3.34
C43 -1.57 -5.26 -2.15
C44 -0.89 -5.13 -0.95
C45 0.39 -4.57 -0.95
H48 0.68 -3.78 -4.22
H49 -1.59 -4.94 -4.23
H50 -2.50 -5.81 -2.22
H51 -1.35 -5.43 -0.02
H52 0.93 -4.49 -0.02

The largest force on an atom comes out at 0.0433 Eh/bohr. Its net charge is +2. The spin multiplicity is 5. Its frontier orbital gap (alpha / beta) is 0.206 / 0.223 hartree.

Record 2
Density functional theory data (wB97M-V/def2-TZVPD) for a molecular structure, C45H53Cl2GeN5O2ReSi.

Atoms and positions in Å:
Re1 -0.58 0.40 0.77
Cl1 -4.54 2.98 5.85
C1 -3.86 2.66 4.33
C2 -3.07 1.55 4.17
C3 -2.50 1.30 2.91
N1 -1.67 0.27 2.58
C4 -1.66 -0.86 3.39
O1 -2.50 -1.17 4.19
C5 -0.40 -1.60 3.18
C6 -0.07 -2.63 4.03
C7 1.20 -3.19 3.93
C8 2.07 -2.65 3.00
C9 1.63 -1.64 2.17
N2 0.40 -1.11 2.22
C10 -2.76 2.19 1.82
C11 -3.57 3.32 2.00
C12 -4.11 3.56 3.23
Cl2 -5.08 4.93 3.47
N3 -2.16 1.80 0.66
C13 -2.81 2.12 -0.53
O2 -3.93 2.56 -0.64
C14 -1.89 1.89 -1.66
C15 -2.21 2.35 -2.92
C16 -1.22 2.35 -3.89
C17 0.04 1.92 -3.53
C18 0.25 1.44 -2.24
N4 -0.70 1.38 -1.31
H1 -2.90 0.89 5.00
H2 -0.80 -2.96 4.75
H3 1.50 -3.99 4.59
H4 3.08 -3.00 2.90
H5 2.31 -1.25 1.44
H6 -3.77 3.99 1.18
H7 -3.20 2.73 -3.10
H8 -1.42 2.70 -4.89
H9 0.88 1.93 -4.21
H10 1.23 1.10 -1.98
C19 0.92 -0.66 -0.40
Si1 2.68 0.12 -0.42
C20 2.48 1.73 0.60
N5 1.12 2.16 1.07
C21 0.71 3.49 0.49
C22 0.42 4.57 1.53
C23 1.58 4.74 2.50
C24 2.01 3.39 3.10
C25 1.14 2.25 2.57
C26 3.20 0.40 -2.21
C27 2.82 -0.51 -3.20
C28 3.24 -0.35 -4.51
C29 4.05 0.73 -4.85
C30 4.44 1.63 -3.88
C31 4.02 1.47 -2.56
C32 4.12 -0.86 0.31
C33 4.63 -0.66 1.60
C34 5.74 -1.35 2.05
C35 6.38 -2.26 1.22
C36 5.89 -2.48 -0.06
C37 4.78 -1.78 -0.51
H11 0.95 -1.70 -0.07
H12 0.57 -0.72 -1.43
H13 2.96 2.55 0.06
H14 3.11 1.59 1.48
H15 -0.16 3.36 -0.14
H16 1.52 3.84 -0.16
H17 -0.51 4.34 2.06
H18 0.24 5.50 0.99
H19 1.29 5.44 3.29
H20 2.41 5.20 1.98
H21 1.93 3.39 4.19
H22 3.06 3.19 2.88
H23 0.12 2.38 2.92
H24 1.50 1.29 2.95
H25 2.18 -1.36 -2.96
H26 2.95 -1.07 -5.27
H27 4.39 0.85 -5.87
H28 5.08 2.47 -4.14
H29 4.35 2.18 -1.82
H30 4.16 0.05 2.28
H31 6.13 -1.16 3.05
H32 7.25 -2.80 1.57
H33 6.38 -3.19 -0.71
H34 4.43 -1.95 -1.52
C38 -5.30 -3.00 0.12
C39 -4.45 -4.19 0.55
C40 -2.98 -4.11 0.12
C41 -2.22 -2.91 0.71
Ge1 -2.22 -1.30 -0.40
C42 -1.73 -1.65 -2.27
C43 -2.94 -1.98 -3.14
C44 -2.61 -1.98 -4.63
C45 -1.60 -3.06 -5.03
H35 -6.35 -3.18 0.34
H36 -5.21 -2.81 -0.95
H37 -5.01 -2.09 0.65
H38 -4.87 -5.11 0.13
H39 -4.49 -4.30 1.64
H40 -2.92 -4.10 -0.97
H41 -2.48 -5.02 0.44
H42 -1.16 -3.17 0.83
H43 -2.60 -2.67 1.71
H44 -3.55 -0.51 -0.42
H45 -0.99 -2.45 -2.29
H46 -1.24 -0.76 -2.67
H47 -3.74 -1.26 -2.96
H48 -3.34 -2.96 -2.87
H49 -2.21 -1.00 -4.91
H50 -3.53 -2.12 -5.20
H51 -0.62 -2.89 -4.58
H52 -1.47 -3.10 -6.11
H53 -1.95 -4.05 -4.71

The largest force on an atom comes out at 0.0119 Eh/bohr. Its net charge is +2. The spin multiplicity is 4. The energy relative to the best compared isomer or geometry (same formula, charge and spin) comes out at 50.4 kcal per mole. Its frontier orbital gap (alpha / beta) is 0.272 / 0.194 hartree.

Record 3
Density functional theory data (wB97M-V/def2-TZVPD) for a molecular structure, C45H53IrN4P2Si in a non-equilibrium geometry.

Atoms and positions in Å:
Ir1 -0.14 -0.71 0.49
N1 1.53 -2.20 1.59
C1 2.32 -2.70 0.46
C2 1.42 -3.58 -0.40
N2 0.21 -2.86 -0.81
C3 0.12 -2.56 -2.23
C4 0.67 -1.17 -2.55
N3 -0.11 -0.14 -1.87
H1 2.11 -1.66 2.23
H2 1.15 -2.98 2.11
H3 3.20 -3.26 0.78
H4 2.65 -1.84 -0.14
H5 1.13 -4.46 0.19
H6 1.98 -3.93 -1.27
H7 -0.60 -3.42 -0.55
H8 -0.93 -2.59 -2.52
H9 0.66 -3.31 -2.83
H10 0.68 -1.04 -3.64
H11 1.70 -1.06 -2.16
H12 -1.03 -0.05 -2.29
H13 0.38 0.75 -1.97
C5 -0.41 -0.63 4.34
Si1 -1.08 0.02 2.64
C6 -2.99 -0.31 2.65
C7 -3.80 -0.05 3.75
C8 -5.15 -0.34 3.74
C9 -5.73 -0.93 2.62
C10 -4.94 -1.21 1.52
C11 -3.59 -0.89 1.54
P1 -2.62 -1.28 0.04
C12 -3.08 -3.03 -0.22
C13 -3.98 -3.50 -1.17
C14 -4.16 -4.86 -1.34
C15 -3.46 -5.77 -0.56
C16 -2.61 -5.31 0.42
C17 -2.41 -3.96 0.59
C18 -3.47 -0.35 -1.25
C19 -3.37 -0.77 -2.59
C20 -3.91 -0.02 -3.60
C21 -4.52 1.20 -3.32
C22 -4.57 1.65 -2.01
C23 -4.04 0.89 -0.98
C24 -0.84 1.93 2.77
C25 -1.47 2.69 3.75
C26 -1.30 4.06 3.84
C27 -0.53 4.72 2.89
C28 0.11 3.98 1.90
C29 0.00 2.59 1.87
P2 1.02 1.63 0.71
C30 2.67 1.76 1.50
C31 3.57 0.71 1.33
C32 4.85 0.77 1.84
C33 5.26 1.89 2.54
C34 4.37 2.94 2.72
C35 3.09 2.88 2.22
C36 1.11 2.82 -0.66
C37 -0.10 3.12 -1.29
C38 -0.13 4.01 -2.35
C39 1.05 4.59 -2.80
C40 2.25 4.30 -2.17
C41 2.28 3.42 -1.10
H14 -0.87 -0.11 5.17
H15 0.66 -0.48 4.41
H16 -0.61 -1.69 4.47
H17 -3.37 0.38 4.65
H18 -5.76 -0.12 4.60
H19 -6.78 -1.16 2.61
H20 -5.38 -1.68 0.65
H21 -4.56 -2.81 -1.77
H22 -4.86 -5.22 -2.09
H23 -3.60 -6.83 -0.72
H24 -2.09 -6.02 1.05
H25 -1.75 -3.59 1.37
H26 -2.89 -1.71 -2.82
H27 -3.87 -0.37 -4.62
H28 -4.93 1.80 -4.11
H29 -5.02 2.61 -1.79
H30 -4.09 1.24 0.04
H31 -2.10 2.19 4.47
H32 -1.76 4.62 4.64
H33 -0.43 5.79 2.92
H34 0.69 4.51 1.16
H35 3.25 -0.14 0.75
H36 5.54 -0.05 1.68
H37 6.26 1.95 2.94
H38 4.69 3.82 3.26
H39 2.40 3.69 2.39
H40 -1.02 2.68 -0.92
H41 -1.06 4.24 -2.83
H42 1.03 5.27 -3.64
H43 3.16 4.77 -2.51
H44 3.22 3.21 -0.60
C42 5.11 -1.26 -1.75
C43 4.15 -0.10 -2.14
C44 4.93 1.24 -2.00
C45 3.78 -0.26 -3.64
N4 3.03 -0.11 -1.36
H45 5.97 -1.27 -2.41
H46 4.59 -2.21 -1.84
H47 5.45 -1.13 -0.73
H48 5.87 1.16 -2.54
H49 5.12 1.46 -0.96
H50 4.34 2.05 -2.44
H51 4.68 -0.14 -4.24
H52 3.04 0.49 -3.93
H53 3.37 -1.26 -3.82

The largest force on an atom comes out at 0.0436 Eh/bohr. Its net charge is +1. The spin multiplicity is 6. Its frontier orbital gap (alpha / beta) is 0.204 / 0.276 hartree.

Record 4
Density functional theory data (wB97M-V/def2-TZVPD) for a molecular structure, C45H53MnN5O5S in a non-equilibrium geometry.

Atoms and positions in Å:
Mn1 -0.23 -0.27 0.18
C1 -1.36 5.14 3.51
C2 0.02 4.63 3.07
C3 0.05 3.15 2.85
C4 0.49 2.18 3.70
C5 1.14 2.37 5.03
C6 2.67 2.37 4.93
C7 0.30 0.91 3.01
N1 -0.23 1.13 1.78
C8 -0.43 2.46 1.65
C9 -1.01 3.09 0.55
C10 -1.51 2.49 -0.60
C11 -2.18 3.17 -1.71
C12 -2.42 4.65 -1.82
C13 -1.29 5.39 -2.52
C14 -2.48 2.21 -2.61
C15 -2.03 0.94 -2.05
C16 -2.15 -0.30 -2.67
C17 -1.76 -1.54 -2.17
N2 -1.21 -1.78 -0.96
C18 -1.04 -3.11 -0.83
C19 -0.55 -3.74 0.31
C20 -0.15 -3.13 1.50
N3 -0.17 -1.80 1.74
C21 0.37 -1.60 2.96
C22 0.58 -0.34 3.55
C23 0.75 -2.87 3.55
C24 0.42 -3.83 2.65
C25 0.61 -5.31 2.77
C26 -0.70 -6.04 3.08
C27 1.48 -3.05 4.85
C28 3.00 -3.05 4.64
C29 -1.45 -3.78 -2.07
C30 -1.89 -2.80 -2.90
C31 -2.33 -2.92 -4.33
C32 -1.21 -2.49 -5.29
C33 -1.41 -5.25 -2.33
C34 -2.72 -5.95 -1.94
N4 -1.46 1.16 -0.84
C35 -3.15 2.38 -3.94
C36 -4.62 1.94 -3.92
H1 -1.36 6.22 3.62
H2 -1.63 4.69 4.47
H3 -2.12 4.86 2.79
H4 0.76 4.90 3.82
H5 0.32 5.14 2.15
H6 0.83 1.57 5.71
H7 0.80 3.31 5.48
H8 3.02 1.44 4.48
H9 3.14 2.48 5.91
H10 3.01 3.19 4.29
H11 -1.08 4.17 0.60
H12 -2.57 5.07 -0.82
H13 -3.36 4.81 -2.36
H14 -0.37 5.33 -1.95
H15 -1.53 6.45 -2.65
H16 -1.09 4.96 -3.51
H17 -2.59 -0.30 -3.66
H18 -0.46 -4.82 0.26
H19 1.02 -0.34 4.54
H20 1.33 -5.52 3.55
H21 1.03 -5.70 1.84
H22 -1.10 -5.71 4.04
H23 -0.55 -7.13 3.12
H24 -1.45 -5.83 2.32
H25 1.18 -3.99 5.32
H26 1.22 -2.25 5.54
H27 3.30 -3.89 4.00
H28 3.54 -3.13 5.59
H29 3.31 -2.13 4.14
H30 -3.21 -2.30 -4.50
H31 -2.62 -3.95 -4.54
H32 -0.80 -1.52 -5.00
H33 -1.57 -2.44 -6.32
H34 -0.38 -3.21 -5.25
H35 -0.58 -5.70 -1.78
H36 -1.21 -5.43 -3.39
H37 -2.92 -5.81 -0.87
H38 -2.67 -7.03 -2.13
H39 -3.56 -5.54 -2.49
H40 -2.60 1.81 -4.69
H41 -3.09 3.43 -4.24
H42 -4.71 0.90 -3.60
H43 -5.08 2.04 -4.91
H44 -5.19 2.55 -3.21
O1 2.72 6.65 -1.34
C37 2.69 5.73 -2.20
O2 2.86 5.80 -3.43
C38 2.40 4.33 -1.64
C39 2.61 4.05 -0.29
C40 2.32 2.79 0.19
N5 1.82 1.81 -0.56
C41 1.62 2.06 -1.86
C42 1.91 3.30 -2.43
C43 1.06 0.91 -2.70
O3 0.79 1.15 -3.89
O4 0.91 -0.19 -2.09
H45 2.97 4.84 0.36
H46 2.47 2.54 1.24
H47 1.75 3.45 -3.49
C44 2.60 -2.54 -1.82
S1 3.07 -1.16 -0.76
C45 4.49 -2.00 -0.04
O5 2.09 -1.16 0.38
H48 3.47 -2.88 -2.39
H49 1.81 -2.17 -2.48
H50 2.21 -3.32 -1.16
H51 5.24 -2.20 -0.81
H52 4.14 -2.92 0.43
H53 4.90 -1.33 0.71

The largest force on an atom comes out at 0.0259 Eh/bohr. Its net charge is -2. The spin multiplicity is 6. The energy relative to the best compared isomer or geometry (same formula, charge and spin) comes out at 0.0 kcal per mole. Its frontier orbital gap (alpha / beta) is 0.206 / 0.205 hartree.